No. 1
ORCA calculation (ωB97M-V with the def2-TZVPD basis set) on a cluster of 2 separate species, C3H4BrN in total at a distorted geometry.

Structure (XYZ):
```
9
Properties=species:S:1:pos:R:3:nbo_charge:R:1
C -0.560 1.720 -0.682 0.067
C 0.082 -1.507 -0.295 -0.458
C 1.188 -1.156 0.360 -0.228
N -0.241 2.817 -0.698 -0.312
Br 2.244 0.443 0.075 0.047
H -0.729 0.635 -0.678 0.226
H -0.166 -0.980 -1.190 0.204
H -0.459 -2.437 0.102 0.240
H 1.599 -1.718 1.180 0.215
```

Computed properties:
HOMO: -0.372 hartree
Structure (SMILES): C=CBr.C#N
Energy: -74706.35621 eV
Maximum force: 2.08 eV Å⁻¹
HOMO-LUMO gap: 0.4018 hartree

***

No. 2
ORCA calculation (ωB97M-V with the def2-TZVPD basis set) on the molecule C3H4BrNO at a distorted geometry.

Structure (XYZ):
```
10
Properties=species:S:1:pos:R:3:nbo_charge:R:1
C -0.106 0.834 1.638 -0.322
C 0.012 -0.080 0.651 -0.186
C 0.037 0.339 -0.812 0.624
N 0.151 -0.766 -1.608 -0.829
O -0.073 1.480 -1.205 -0.575
Br -0.104 -1.971 0.970 0.048
H -0.101 0.721 2.708 0.211
H -0.208 1.860 1.580 0.224
H 0.504 -1.698 -1.389 0.412
H -0.112 -0.719 -2.534 0.393
```

Computed properties:
HOMO: -0.363 hartree
Structure (SMILES): C=C(Br)C(N)=O
Energy: -76755.04703 eV
Maximum force: 2.75 eV Å⁻¹
HOMO-LUMO gap: 0.3738 hartree

***

No. 3
ORCA calculation (ωB97M-V with the def2-TZVPD basis set) on the molecule C3H4BrO2P at a distorted geometry.

Structure (XYZ):
```
11
Properties=species:S:1:pos:R:3:nbo_charge:R:1
C -0.749 1.279 -0.961 0.090
C 0.800 0.200 0.431 0.171
C -1.128 -1.429 0.405 -0.264
O 0.289 1.313 -0.217 -0.489
O 0.114 -0.891 0.970 -0.520
P 2.442 -0.055 0.256 0.534
Br 3.188 1.869 -0.567 -0.225
H -0.684 2.346 -1.430 0.087
H -1.235 -1.152 -0.623 0.223
H -1.965 -0.988 0.929 0.188
H -1.072 -2.491 0.807 0.205
```

Computed properties:
HOMO: -0.326 hartree
Energy: -86597.02890 eV
Maximum force: 2.57 eV Å⁻¹
HOMO-LUMO gap: 0.3098 hartree

***

No. 4
ORCA calculation (ωB97M-V with the def2-TZVPD basis set) on a structure of composition C3H4BrO3Zr at a distorted geometry.

Structure (XYZ):
```
12
Properties=species:S:1:pos:R:3:nbo_charge:R:1
Zr 5.769 -15.120 -3.224 2.157
Br 5.374 -16.834 -1.113 -0.246
C 3.848 -21.467 -2.109 -0.125
C 5.166 -20.763 -2.159 -0.114
O 5.637 -20.967 -3.427 -0.325
C 4.921 -21.803 -4.056 0.939
O 5.057 -22.141 -5.209 -0.205
O 3.892 -22.262 -3.280 -0.254
H 2.982 -20.810 -2.189 0.289
H 3.876 -22.168 -1.275 0.334
H 5.934 -21.178 -1.506 0.313
H 5.170 -19.712 -1.871 0.235
```

Computed properties:
HOMO: -0.757 hartree
Total charge: +3
Energy: -80597.68010 eV
Maximum force: 4.10 eV Å⁻¹
HOMO-LUMO gap: 0.0793 hartree

***

No. 5
ORCA calculation (ωB97M-V with the def2-TZVPD basis set) on the molecule C3H4Cl2 at a distorted geometry.

Structure (XYZ):
```
9
Properties=species:S:1:pos:R:3:nbo_charge:R:1
C 1.000 0.315 0.108 -0.426
C -0.358 0.453 -0.474 -0.237
C -1.268 -0.287 0.250 -0.225
H 0.964 0.416 1.171 0.213
H 1.727 1.059 -0.318 0.222
H -0.346 0.733 -1.502 0.217
H -0.797 -0.608 1.151 0.200
Cl 1.804 -1.197 -0.204 -0.051
Cl -2.726 -0.885 -0.183 0.088
```

Computed properties:
HOMO: -0.349 hartree
Structure (SMILES): Cl/C=C/CCl
Energy: -28219.44187 eV
Maximum force: 4.72 eV Å⁻¹
HOMO-LUMO gap: 0.3733 hartree

***

No. 6
ORCA calculation (ωB97M-V with the def2-TZVPD basis set) on a cluster of 3 separate species, C3H4Cl2FNO in total at a distorted geometry.

Structure (XYZ):
```
12
Properties=species:S:1:pos:R:3:nbo_charge:R:1
C 0.306 -0.358 -1.014 0.858
C 2.244 -0.986 0.433 -0.410
C -1.625 2.433 -1.061 0.230
N 1.414 -0.376 -0.625 -0.535
O -0.700 -0.464 -1.602 -0.559
F -2.401 3.550 -0.835 -0.350
Cl -2.319 -0.455 1.949 -0.247
Cl -2.472 1.392 -1.947 0.127
H 2.187 -2.113 0.180 0.214
H 3.243 -0.659 0.345 0.210
H 1.983 -0.649 1.490 0.215
H -1.860 -1.315 2.686 0.247
```

Computed properties:
HOMO: -0.359 hartree
Energy: -34472.09302 eV
Maximum force: 3.32 eV Å⁻¹
HOMO-LUMO gap: 0.3521 hartree